Entry 1:
{
  "formula": "C24H60O12",
  "method": "wB97M-V/def2-TZVPD",
  "gap_ev": 9.92,
  "max_force_ev_per_a": 3.48,
  "smiles": "COCCOC.COCCOC.COCCOC.COCCOC.COCCOC.COCCOC",
  "symbols": ["O", "O", "O", "O", "O", "O", "O", "O", "O", "O", "O", "O", "C", "C", "C", "C", "C", "C", "C", "C", "C", "C", "C", "C", "C", "C", "C", "C", "C", "C", "C", "C", "C", "C", "C", "C", "H", "H", "H", "H", "H", "H", "H", "H", "H", "H", "H", "H", "H", "H", "H", "H", "H", "H", "H", "H", "H", "H", "H", "H", "H", "H", "H", "H", "H", "H", "H", "H", "H", "H", "H", "H", "H", "H", "H", "H", "H", "H", "H", "H", "H", "H", "H", "H", "H", "H", "H", "H", "H", "H", "H", "H", "H", "H", "H", "H"],
  "xyz": [[-6.252, -9.853, -4.857], [-6.336, 4.906, 7.334], [-5.157, 4.308, 4.732], [-4.427, -6.926, -6.064], [11.563, 2.062, -2.362], [-10.136, -2.808, -1.939], [-10.261, 1.029, -1.930], [0.016, -2.704, 0.365], [9.615, 5.982, 2.967], [12.556, -1.435, -1.507], [2.915, -2.504, 0.799], [6.803, 6.072, 1.895], [11.578, 2.897, -3.554], [-1.352, -2.453, -0.010], [11.652, 0.628, -2.697], [-5.090, -7.663, -5.002], [-5.832, 5.899, 6.395], [-9.088, -3.077, -0.957], [10.734, 5.096, 3.062], [-6.010, 3.145, 4.586], [-10.681, -1.468, -1.809], [7.083, 6.138, 3.286], [3.533, -1.272, 0.387], [8.503, 5.459, 3.599], [13.862, -1.565, -1.946], [-7.745, 4.724, 7.398], [-5.909, 5.454, 4.970], [-3.719, -5.801, -5.513], [6.724, 4.792, 1.295], [1.874, -2.420, 1.797], [-9.970, 2.049, -2.817], [0.636, -1.741, 1.197], [12.115, -0.099, -1.314], [-7.259, -9.533, -3.941], [-5.955, -8.759, -5.683], [-9.714, -0.256, -2.264], [6.412, 4.919, 0.259], [0.902, -0.968, 0.476], [-5.492, 2.208, 4.385], [-1.872, -1.943, 0.801], [6.245, 5.594, 3.722], [12.832, 0.469, -0.722], [-3.290, -5.146, -6.271], [-8.104, -2.627, -1.086], [-8.079, 4.037, 8.176], [12.341, 0.411, -3.513], [11.237, -0.172, -0.672], [-5.724, -7.086, -4.329], [14.439, -0.653, -1.792], [8.689, 5.533, 4.670], [-9.430, -3.091, 0.078], [2.952, -0.608, -0.253], [11.042, 4.811, 4.067], [4.305, -1.568, -0.324], [7.170, 7.177, 3.605], [1.543, -3.394, 2.157], [-7.382, -10.308, -3.185], [-8.740, -0.306, -1.777], [12.565, 3.280, -3.813], [-1.533, -1.844, -0.895], [-8.185, 5.709, 7.551], [-10.924, -1.328, -0.756], [-9.410, -0.430, -3.297], [-8.277, -9.399, -4.306], [-5.614, 6.331, 4.395], [-6.529, 2.774, 5.470], [-6.982, 5.342, 4.815], [13.731, -1.772, -3.008], [8.483, 4.439, 3.216], [-4.330, -5.236, -4.809], [7.678, 4.265, 1.311], [10.866, 3.709, -3.400], [-6.300, 6.871, 6.549], [-6.740, 3.160, 3.777], [-1.905, -3.354, -0.278], [11.555, 5.588, 2.541], [-4.383, -8.122, -4.310], [10.625, 0.280, -2.806], [0.040, -1.153, 1.896], [-2.857, -6.034, -4.889], [11.238, 2.287, -4.391], [-8.947, 2.411, -2.925], [-5.407, -9.115, -6.556], [-10.643, 2.870, -2.572], [4.108, -0.728, 1.136], [2.167, -2.008, 2.763], [-11.602, -1.448, -2.392], [10.457, 4.198, 2.510], [-6.785, -8.229, -6.150], [-10.210, 1.590, -3.776], [-8.255, 4.352, 6.510], [5.947, 4.163, 1.728], [14.317, -2.355, -1.348], [-7.025, -8.739, -3.231], [-8.991, -4.131, -1.217], [-4.805, 6.209, 6.588]]
}


Entry 2:
{
  "formula": "C24H60O12",
  "method": "wB97M-V/def2-TZVPD",
  "gap_ev": 10.03,
  "max_force_ev_per_a": 1.49,
  "smiles": "COCCOC.COCCOC.COCCOC.COCCOC.COCCOC.COCCOC",
  "symbols": ["O", "O", "O", "O", "O", "O", "O", "O", "O", "O", "O", "O", "C", "C", "C", "C", "C", "C", "C", "C", "C", "C", "C", "C", "C", "C", "C", "C", "C", "C", "C", "C", "C", "C", "C", "C", "H", "H", "H", "H", "H", "H", "H", "H", "H", "H", "H", "H", "H", "H", "H", "H", "H", "H", "H", "H", "H", "H", "H", "H", "H", "H", "H", "H", "H", "H", "H", "H", "H", "H", "H", "H", "H", "H", "H", "H", "H", "H", "H", "H", "H", "H", "H", "H", "H", "H", "H", "H", "H", "H", "H", "H", "H", "H", "H", "H"],
  "xyz": [[-0.064, -0.504, 5.592], [4.142, -1.819, -3.197], [3.401, 1.140, -2.591], [1.828, -1.891, 0.428], [-4.351, 5.434, -4.709], [3.836, 0.293, 3.647], [-3.347, -3.217, -3.172], [-3.375, 5.389, -1.986], [-3.077, -2.162, 6.766], [-1.438, -0.443, 0.234], [-3.183, 0.419, -3.611], [5.101, -2.340, 5.729], [0.502, -1.758, 0.040], [5.102, -2.676, 7.105], [-3.789, -1.895, -3.383], [-1.964, -1.300, 6.711], [-0.946, -1.607, 5.648], [4.563, -1.064, 5.461], [3.414, 0.522, -1.317], [3.947, -3.071, -3.802], [3.874, -0.754, -4.096], [4.002, 0.631, 2.299], [4.322, 0.563, -3.496], [-4.193, 4.251, -1.996], [-0.029, -0.411, 0.422], [0.841, -0.595, 4.530], [-3.945, -2.070, 5.658], [-3.772, 6.548, -4.102], [-1.967, 0.849, 0.057], [-2.457, -3.326, -2.074], [-2.692, -0.894, -3.745], [4.530, -0.909, 3.959], [-3.884, 5.263, -6.022], [-3.852, 0.907, -4.751], [2.368, -3.153, 0.079], [-3.914, 6.541, -2.592], [0.326, -1.921, -1.042], [-2.439, -4.368, -1.766], [-1.618, 1.534, 0.845], [4.459, 0.504, -0.971], [4.743, -3.290, -4.521], [-3.244, 7.340, -2.256], [-2.675, 6.545, -4.270], [3.958, -1.753, 3.547], [-3.726, 3.512, -1.348], [-2.747, -2.680, -1.237], [4.354, -3.460, 7.272], [-4.565, -1.938, -4.147], [-4.085, 6.166, -6.612], [0.178, -0.160, 1.468], [2.984, -3.111, -4.338], [-0.173, -2.537, 0.443], [-1.449, -3.030, -2.384], [2.972, -0.471, -1.313], [-1.640, 1.324, -0.880], [5.536, -0.908, 3.532], [-1.462, -1.342, 7.679], [3.382, 1.508, 2.099], [5.168, -0.259, 5.903], [-4.398, 1.799, -4.454], [-1.423, -1.766, 4.671], [4.448, 1.266, -4.319], [-4.766, -2.764, 5.830], [5.028, 0.973, 2.094], [0.413, 0.369, -0.211], [-1.884, -0.987, -3.015], [2.903, 1.198, -0.631], [2.820, -0.790, -4.394], [-5.229, 4.472, -1.708], [3.558, -0.986, 5.894], [3.882, -3.838, -3.033], [0.379, -0.372, 3.555], [4.482, -0.900, -5.007], [-3.471, -2.350, 4.716], [-4.314, 3.748, -2.963], [5.266, 0.398, -2.963], [2.584, -3.172, -1.001], [3.255, -3.317, 0.677], [1.263, -1.606, 4.430], [1.649, 0.119, 4.659], [-4.908, 6.787, -2.199], [3.726, -0.159, 1.592], [-2.258, -1.075, -4.737], [-2.816, 5.015, -6.045], [-4.364, -1.059, 5.571], [-0.391, -2.534, 5.845], [1.613, -3.941, 0.196], [-4.057, 7.505, -4.568], [-4.251, -1.519, -2.457], [-4.400, 4.429, -6.496], [6.080, -3.088, 7.349], [-2.289, -0.256, 6.596], [-3.052, 0.809, 0.064], [-4.563, 0.181, -5.161], [-3.139, 1.151, -5.549], [4.852, -1.833, 7.748]]
}


Entry 3:
{
  "formula": "C24H60O16P4",
  "method": "wB97M-V/def2-TZVPD",
  "gap_ev": 10.73,
  "max_force_ev_per_a": 4.81,
  "smiles": "CCOP(=O)(OCC)OCC.CCOP(=O)(OCC)OCC.CCOP(=O)(OCC)OCC.CCOP(=O)(OCC)OCC",
  "symbols": ["P", "P", "P", "P", "O", "O", "O", "O", "O", "O", "O", "O", "O", "O", "O", "O", "O", "O", "O", "O", "C", "C", "C", "C", "C", "C", "C", "C", "C", "C", "C", "C", "C", "C", "C", "C", "C", "C", "C", "C", "C", "C", "C", "C", "H", "H", "H", "H", "H", "H", "H", "H", "H", "H", "H", "H", "H", "H", "H", "H", "H", "H", "H", "H", "H", "H", "H", "H", "H", "H", "H", "H", "H", "H", "H", "H", "H", "H", "H", "H", "H", "H", "H", "H", "H", "H", "H", "H", "H", "H", "H", "H", "H", "H", "H", "H", "H", "H", "H", "H", "H", "H", "H", "H"],
  "xyz": [[2.107, 2.312, 0.448], [2.229, -4.454, -9.595], [1.215, -8.163, 7.875], [-5.302, 8.128, 1.228], [2.656, -8.288, 7.182], [0.537, -6.830, 7.305], [-4.293, 8.626, 2.340], [3.299, 1.437, 0.458], [0.301, -9.383, 7.192], [2.275, 3.661, -0.449], [2.801, -3.522, -8.348], [1.260, -8.139, 9.348], [1.684, 2.897, 1.919], [-6.530, 9.150, 1.467], [0.668, -4.608, -9.178], [-5.608, 6.733, 1.409], [0.738, 1.572, -0.053], [2.888, -5.869, -9.652], [-4.620, 8.716, -0.155], [2.209, -3.432, -10.826], [-4.495, 9.528, -2.285], [-0.484, 2.202, 0.042], [1.632, -3.585, -12.061], [1.017, -9.461, 4.713], [3.522, -7.189, 7.345], [2.864, -3.494, -5.970], [3.448, -4.104, -7.190], [-0.725, 3.092, -1.144], [0.148, -3.399, -12.012], [3.542, 5.599, -0.935], [-2.071, 8.956, 3.277], [1.469, 2.142, 3.074], [0.316, -6.171, -7.316], [-7.534, 8.860, 2.494], [-7.129, 9.586, 3.753], [-3.031, 8.036, 2.464], [0.636, -4.500, 7.373], [4.947, -7.693, 7.614], [0.741, -10.188, 6.046], [0.233, -5.927, -8.810], [3.317, 4.135, -1.249], [-0.034, -5.755, 7.979], [2.648, 2.228, 3.934], [-5.365, 8.821, -1.292], [1.631, -10.719, 6.382], [-1.122, -5.698, 7.931], [2.698, 6.091, -1.419], [0.243, -4.378, 6.364], [-3.240, 7.112, 3.003], [2.675, 1.584, 4.812], [1.333, -6.141, -6.926], [0.632, 2.610, 3.592], [-2.550, 7.855, 1.502], [4.947, -8.298, 8.522], [1.882, -4.532, -12.538], [-0.049, -7.198, -7.342], [3.674, -5.169, -7.159], [-0.297, -3.880, -12.883], [3.349, -6.734, 8.321], [1.766, -8.676, 4.822], [-7.776, 7.807, 2.635], [-1.253, 1.444, 0.196], [2.935, 4.140, -2.269], [-0.011, -10.975, 6.103], [1.293, -10.155, 3.918], [-0.381, -5.670, -6.644], [-0.093, -2.336, -12.024], [-0.509, 2.832, 0.931], [3.389, -3.417, -5.018], [-2.475, 9.911, 2.940], [-5.645, 7.859, -1.722], [4.463, 6.000, -1.356], [-0.075, 3.964, -1.226], [2.616, -2.444, -6.125], [1.986, -2.918, -12.847], [1.171, 1.131, 2.793], [-5.071, 10.130, -2.988], [-6.247, 9.430, -1.094], [-6.301, 10.279, 3.600], [0.577, -6.741, -9.448], [5.752, -6.958, 7.629], [-8.459, 9.377, 2.237], [0.207, -6.013, 9.010], [-0.816, -5.936, -9.105], [4.459, -3.713, -7.310], [4.223, 3.537, -1.150], [-0.755, 2.577, -2.104], [-2.234, 8.816, 4.346], [3.649, 5.666, 0.148], [-1.655, 3.659, -1.122], [-3.937, 8.793, -2.864], [-6.750, 8.808, 4.415], [-8.008, 10.165, 4.037], [5.384, -8.308, 6.827], [-1.008, 8.821, 3.078], [3.461, -6.587, 6.439], [2.721, 3.281, 4.207], [0.270, -3.586, 7.840], [0.098, -8.923, 4.481], [3.558, 1.908, 3.426], [-3.791, 10.332, -2.071], [1.984, -4.091, -5.729], [1.724, -4.497, 7.300], [-0.373, -3.494, -11.060]]
}


Entry 4:
{
  "formula": "C24H60O3",
  "method": "wB97M-V/def2-TZVPD",
  "gap_ev": 9.27,
  "max_force_ev_per_a": 14.32,
  "symbols": ["O", "O", "O", "C", "C", "C", "C", "C", "C", "C", "C", "C", "C", "C", "C", "C", "C", "C", "C", "C", "C", "C", "C", "C", "C", "C", "C", "H", "H", "H", "H", "H", "H", "H", "H", "H", "H", "H", "H", "H", "H", "H", "H", "H", "H", "H", "H", "H", "H", "H", "H", "H", "H", "H", "H", "H", "H", "H", "H", "H", "H", "H", "H", "H", "H", "H", "H", "H", "H", "H", "H", "H", "H", "H", "H", "H", "H", "H", "H", "H", "H", "H", "H", "H", "H", "H", "H"],
  "xyz": [[-0.794, -0.230, -2.153], [0.931, 0.972, 0.165], [3.312, 2.166, 0.262], [0.850, 0.699, 5.443], [-3.441, -1.632, 2.434], [-0.480, 4.093, -6.264], [0.495, -3.726, 4.485], [5.582, 2.673, -0.359], [-1.212, 5.984, -7.989], [0.379, 3.886, -4.976], [-0.635, -3.976, 5.594], [4.190, 2.429, -0.768], [-2.607, -5.028, 0.591], [2.089, -0.239, 5.315], [0.428, 2.125, 2.124], [-0.088, 1.076, 1.245], [-1.318, -5.660, 0.306], [0.932, -2.276, 4.267], [0.295, -2.376, -2.355], [-3.618, -2.993, 1.655], [-0.891, -1.472, -2.801], [1.271, 2.378, -3.250], [-0.481, 5.602, -6.626], [-2.462, -3.749, 1.240], [-3.579, -0.377, 1.550], [0.545, 2.490, -4.566], [1.782, -1.745, 5.300], [-0.914, 0.815, 0.718], [-3.985, -1.528, 3.354], [-2.303, 5.628, -8.022], [2.401, 2.412, -3.133], [-0.467, 1.978, -4.379], [-3.177, -0.565, 0.518], [1.212, 1.740, 5.662], [0.146, 0.104, 1.621], [-0.921, 6.106, -5.893], [-1.580, 3.712, -6.342], [1.170, 1.931, -5.446], [5.842, 1.865, 0.217], [0.276, 2.986, 1.553], [2.698, 0.326, 4.408], [-1.387, 0.407, -2.405], [-1.454, -3.419, 5.318], [-0.536, -5.256, -0.541], [-4.469, -0.284, 1.319], [-0.848, -1.003, -3.876], [-1.549, -6.667, -0.088], [-3.259, -4.923, -0.319], [-0.962, -5.142, 5.480], [1.345, -2.020, 6.120], [6.113, 2.733, -1.311], [-3.125, 0.480, 2.000], [-0.089, 3.502, -7.091], [0.464, 0.822, -0.679], [0.645, 3.093, -2.543], [2.763, -2.292, 5.435], [-0.164, -4.270, 3.618], [1.207, -1.732, -2.488], [2.462, 1.890, 0.048], [-1.708, -2.886, 0.413], [0.022, -1.660, 4.143], [0.647, 5.930, -6.631], [1.402, -4.404, 4.661], [0.316, -3.044, -3.140], [0.324, 0.234, 6.411], [0.058, -2.818, -1.355], [-4.432, -3.566, 2.294], [1.211, 4.253, -4.937], [-0.254, 2.080, 2.910], [-1.951, -3.822, 2.281], [-0.737, 5.329, -8.776], [-4.291, -2.728, 0.959], [5.785, 3.369, 0.384], [-0.301, -3.724, 6.556], [1.094, 1.401, -2.694], [-0.999, 6.881, -8.252], [-2.446, -1.689, 2.611], [1.256, 2.164, 2.646], [2.793, -0.077, 6.040], [0.237, 0.550, 4.621], [-0.489, 4.334, -4.216], [3.812, 3.387, -1.211], [-3.066, -5.729, 1.203], [1.438, -2.168, 3.432], [-1.841, -2.046, -2.899], [3.808, 1.683, -1.404], [-0.716, -5.757, 1.249]]
}